# 1
54
Properties=species:S:1:pos:R:3:lowdin_charge:R:1 method="wB97M-V/def2-TZVPD" lumo_energy_ev="-1.10 / -1.21" homo_ev="-6.74 / -6.74" gap_ev="5.64 / 5.53" total_energy_ev=-36555.4622
O -1.6735 -0.0510 -4.1257 -0.183
H -3.0966 -1.2085 -4.8625 0.103
Sr 0.4772 0.2994 -1.3914 1.517
N 1.5895 -1.9727 -1.7603 -0.213
N -0.6106 -2.1043 -0.6018 -0.096
N 0.5760 2.5720 -0.1914 -0.171
N -1.3413 1.0610 0.4171 -0.080
O 2.7242 -1.7514 -2.2954 -0.100
O 1.7227 3.1774 -0.3887 -0.230
O -2.2857 0.1976 0.9343 -0.122
O -1.7571 -2.1217 0.0198 -0.117
C -0.0459 -3.3226 -0.8658 -0.264
C 1.2099 -3.2545 -1.5166 -0.283
C -0.2427 3.1024 0.7421 -0.306
C -1.3362 2.2366 1.0706 -0.273
C 2.0365 -4.4359 -1.8381 -0.023
H 1.5168 -5.1010 -2.5340 0.092
H 2.2483 -5.0050 -0.9278 0.092
H 2.9752 -4.1173 -2.2880 0.073
C -0.6587 -4.6297 -0.4767 -0.023
H -0.8012 -5.2731 -1.3652 0.094
H -1.6325 -4.4688 0.0106 0.077
H 0.0075 -5.1792 0.2157 0.094
C 0.0381 4.3682 1.4582 -0.033
C -2.2986 2.5452 2.1765 -0.011
H 0.7393 4.9707 0.8778 0.076
H 0.4538 4.1804 2.4600 0.075
H -0.8911 4.9325 1.5946 0.073
H -3.2480 2.0397 1.9926 0.079
H -2.4594 3.6363 2.2360 0.079
H -1.8873 2.2043 3.1449 0.077
H 2.3425 2.1667 -1.3584 0.013
H -2.0531 -0.7130 0.4940 0.021
C -2.8943 -0.1500 -5.0587 -0.265
H -2.4064 0.1272 -6.0040 0.104
H -3.4057 0.5988 -4.4471 0.108
H -3.8549 -0.2178 -5.7091 0.117
O 2.3588 1.2574 -1.8690 -0.353
H -0.8342 -0.1593 -4.6244 0.062
H 3.1728 1.1355 -2.3853 0.070
N 1.7665 -0.3881 0.8291 0.030
C 1.4150 0.1801 2.0670 -0.317
C 2.0513 1.3411 2.4984 -0.042
C 1.5638 2.0054 3.6167 -0.098
C 0.4363 1.5169 4.2872 -0.116
C -0.1656 0.3326 3.8680 -0.101
C 0.3425 -0.3735 2.7826 -0.036
H 2.6913 -0.1521 0.4838 0.095
H 1.5900 -1.3862 0.7265 0.077
H 2.9073 1.7397 1.9378 0.122
H 2.0602 2.9102 3.9688 0.107
H 0.0193 2.0719 5.1333 0.105
H -1.0485 -0.0582 4.3845 0.114
H -0.1036 -1.3121 2.4568 0.112

---

# 2
19
Properties=species:S:1:pos:R:3:lowdin_charge:R:1 method="wB97M-V/def2-TZVPD" lumo_energy_ev=0.75 homo_ev=-8.63 gap_ev=9.38 smiles=CCCNC.O total_energy_ev=-7896.0361
C -1.1442 0.8868 1.1017 -0.114
C -0.3983 -0.2263 1.8165 -0.252
C 0.5430 -0.9685 0.8762 -0.280
N -0.1308 -1.6144 -0.2427 -0.130
C 0.6658 -1.6094 -1.4603 -0.139
H -0.4466 1.5254 0.5493 0.059
H -1.7715 1.5100 1.7464 0.074
H -1.8146 0.4933 0.3442 0.056
H -1.0677 -0.9579 2.2697 0.106
H 0.1984 0.2130 2.6116 0.103
H 1.1110 -1.7235 1.4202 0.109
H 1.2758 -0.2196 0.5224 0.112
H -1.0400 -1.2096 -0.3990 0.078
H 1.6812 -1.9257 -1.2118 0.078
H 0.7492 -0.5938 -1.9016 0.068
H 0.2545 -2.2762 -2.2178 0.071
O 0.4668 2.8908 -1.4996 -0.059
H 0.3419 2.0691 -1.9841 0.022
H -0.1829 3.4888 -1.8835 0.039

---

# 3
62
Properties=species:S:1:pos:R:3:lowdin_charge:R:1 method="wB97M-V/def2-TZVPD" lumo_energy_ev=0.33 homo_ev=-7.97 gap_ev=8.31 smiles="CCCN(CCC)CCNc1c(NC2CCN(C(=O)OCC)CC2)c(=O)c1=O" total_energy_ev=-35442.2405
C 6.6437 2.4028 -2.8376 -0.109
C 6.2808 3.4722 -1.8157 -0.245
C 4.7884 3.4477 -1.4827 -0.222
N 4.3572 2.1554 -0.9806 -0.184
C 4.9448 1.7483 0.2872 -0.200
C 4.7662 2.7208 1.4627 -0.241
C 5.1059 2.0320 2.7778 -0.104
C 2.9287 1.9352 -1.0282 -0.176
C 2.6412 0.4896 -1.4834 -0.154
N 1.2583 0.1139 -1.2929 0.059
C 0.8201 -0.1953 -0.0565 -0.119
C -0.4350 -0.4111 0.5148 -0.109
N -1.7054 -0.3411 0.0752 0.101
C -2.8011 -0.8168 0.8973 -0.323
C -3.0501 -2.3180 0.6976 -0.101
C -4.2317 -2.7605 1.5630 -0.127
N -5.3994 -1.9720 1.2452 -0.040
C -6.4666 -2.4292 0.5489 -0.537
O -7.3779 -1.7287 0.1732 0.089
O -6.4152 -3.7686 0.3586 -0.013
C -7.5232 -4.3385 -0.3348 -0.220
C -7.3796 -4.1923 -1.8432 -0.063
C -5.2293 -0.5494 1.4353 -0.128
C -4.0739 -0.0336 0.5754 -0.111
C 0.1457 -0.6910 1.8367 -0.283
O -0.3103 -0.9254 2.9329 0.089
C 1.5128 -0.5116 1.2046 -0.276
O 2.6693 -0.6042 1.5453 0.087
H 6.1247 2.5835 -3.7763 0.070
H 7.7140 2.4032 -3.0295 0.067
H 6.3508 1.4242 -2.4681 0.063
H 6.8674 3.3292 -0.9080 0.095
H 6.5237 4.4610 -2.2112 0.107
H 4.2352 3.6362 -2.4079 0.116
H 4.5583 4.2701 -0.7840 0.116
H 6.0101 1.5674 0.1270 0.118
H 4.4910 0.7958 0.5660 0.099
H 5.4059 3.5962 1.3297 0.100
H 3.7300 3.0668 1.4974 0.105
H 6.1373 1.6860 2.7700 0.074
H 4.9782 2.7153 3.6146 0.069
H 4.4570 1.1724 2.9283 0.066
H 2.4463 2.0853 -0.0496 0.119
H 2.4672 2.6316 -1.7343 0.119
H 2.8983 0.3722 -2.5370 0.124
H 3.2546 -0.1928 -0.8955 0.115
H 0.5914 0.5103 -1.9414 0.142
H -1.8721 -0.3179 -0.9219 0.149
H -2.5119 -0.6438 1.9384 0.147
H -2.1581 -2.8800 0.9775 0.123
H -3.2740 -2.5179 -0.3536 0.125
H -4.4574 -3.8130 1.4014 0.125
H -3.9857 -2.6058 2.6191 0.136
H -7.5266 -5.3899 -0.0393 0.123
H -8.4437 -3.8524 0.0035 0.122
H -6.4428 -4.6321 -2.1780 0.076
H -7.3964 -3.1392 -2.1127 0.073
H -8.2053 -4.6954 -2.3381 0.076
H -6.1654 -0.0617 1.1600 0.125
H -5.0187 -0.3598 2.4928 0.134
H -3.9200 1.0292 0.7638 0.121
H -4.3279 -0.1651 -0.4794 0.124

---

# 4
113
Properties=species:S:1:pos:R:3:lowdin_charge:R:1 method="wB97M-V/def2-TZVPD" lumo_energy_ev=-0.56 homo_ev=-6.77 gap_ev=6.21 total_energy_ev=-154287.8239
Al -0.1399 -1.1416 0.6483 0.195
C 2.9321 2.6715 -4.3663 -0.037
C 2.8901 1.1383 -4.4284 -0.554
C 4.3179 0.5789 -4.3476 -0.036
C 2.2686 0.7178 -5.7600 -0.061
C 2.0971 0.6098 -3.2394 -0.131
C 1.0046 -0.2372 -3.3680 0.028
C 0.3611 -0.6961 -2.2344 -0.078
N 0.7309 -0.3477 -1.0039 0.104
C 1.7913 0.4609 -0.8503 -0.135
C 2.4825 0.9420 -1.9423 0.058
C 2.2306 0.7126 0.5542 -0.146
C 3.1646 1.6809 0.8896 0.074
C 3.5758 1.8247 2.2092 -0.137
C 3.0124 0.9534 3.1391 0.022
C 2.0768 0.0280 2.7280 -0.073
N 1.6827 -0.0879 1.4651 0.105
C 4.5528 2.9060 2.6536 -0.556
C 5.6231 2.2957 3.5697 -0.043
C 3.7579 3.9688 3.4275 -0.033
C 5.2482 3.5686 1.4640 -0.061
H 3.4801 3.0584 -5.2272 0.089
H 3.4323 3.0298 -3.4656 0.079
H 1.9250 3.0921 -4.3840 0.096
H 4.9115 0.9609 -5.1802 0.090
H 4.3127 -0.5115 -4.4037 0.089
H 4.8147 0.8660 -3.4197 0.082
H 2.8641 1.1242 -6.5784 0.089
H 1.2505 1.0971 -5.8681 0.092
H 2.2492 -0.3676 -5.8750 0.088
H 0.6421 -0.5582 -4.3324 0.109
H -0.4892 -1.3630 -2.2989 0.075
H 3.3587 1.5533 -1.7820 0.114
H 3.5528 2.3351 0.1243 0.104
H 3.2755 0.9972 4.1864 0.118
H 1.6197 -0.6491 3.4426 0.131
H 5.2011 1.9286 4.5051 0.076
H 6.3644 3.0556 3.8221 0.088
H 6.1369 1.4672 3.0781 0.094
H 3.2759 3.5388 4.3071 0.086
H 2.9811 4.4103 2.8005 0.094
H 4.4259 4.7660 3.7602 0.090
H 5.7597 2.8346 0.8372 0.093
H 5.9947 4.2738 1.8313 0.088
H 4.5478 4.1309 0.8433 0.085
C -2.8785 -1.0814 -3.9449 -0.284
P -3.2003 -0.9277 -2.1345 1.020
C -4.2197 -2.4870 -1.9243 -0.441
C -3.0180 -3.7834 0.0286 -0.376
C -4.1734 -4.3771 0.7640 -0.149
C -5.4531 -4.0138 0.6692 -0.112
C -6.0138 -2.9226 -0.1309 -0.103
C -5.4950 -2.2620 -1.1695 -0.116
C -4.3792 0.4713 -2.1135 -0.388
C -4.1107 1.5048 -1.2139 -0.097
C -4.9103 2.6408 -1.1740 -0.069
C -5.9852 2.7590 -2.0415 -0.088
C -6.2566 1.7442 -2.9507 -0.088
C -5.4555 0.6136 -2.9896 -0.112
H -3.7889 -1.2659 -4.5182 0.031
H -2.1927 -1.9139 -4.1183 0.033
H -2.4128 -0.1658 -4.3118 0.038
H -2.1919 -4.5009 0.1168 0.102
H -3.9487 -5.1842 1.4542 0.102
H -6.1679 -4.5456 1.2885 0.095
H -7.0033 -2.6020 0.1815 0.100
H -6.1107 -1.4717 -1.5871 0.088
H -3.2521 1.4391 -0.5554 0.075
H -4.6754 3.4288 -0.4708 0.107
H -6.6086 3.6440 -2.0197 0.100
H -7.0958 1.8340 -3.6289 0.100
H -5.6917 -0.1737 -3.6969 0.102
C -3.2927 -3.6270 -1.4758 -0.220
Si -2.3114 -2.3126 1.0654 0.584
C -1.9725 -3.1889 2.7382 -0.210
C -3.7135 -1.1235 1.4908 -0.192
H -3.7223 -4.5677 -1.8334 0.120
H -2.3379 -3.5125 -2.0033 0.091
H -4.5317 -2.7363 -2.9473 0.105
H -2.7508 -3.9177 2.9716 0.018
H -1.9660 -2.4656 3.5595 0.012
H -1.0139 -3.7150 2.7480 0.009
H -4.5755 -1.6673 1.8880 0.034
H -4.0587 -0.5268 0.6473 0.001
H -3.3616 -0.4356 2.2654 0.017
Br -2.5341 4.7524 5.6514 0.729
C -2.0477 3.0573 4.9564 -0.678
C -1.8792 1.9927 5.8294 -0.127
C -1.5287 0.7528 5.3139 -0.061
C -1.3385 0.5929 3.9486 -0.036
C -1.5074 1.6667 3.0881 -0.119
C -1.8742 2.9096 3.5939 -0.059
C -1.3088 1.5430 1.6015 -0.529
O -1.5899 2.4713 0.8658 0.069
O -0.8226 0.4165 1.1934 -0.049
H -2.0310 2.1308 6.8910 0.099
H -1.4147 -0.0922 5.9807 0.108
H -1.0862 -0.3796 3.5451 0.089
H -2.0124 3.7347 2.9102 0.114
F 6.5253 -1.8329 -0.0866 0.035
C 5.2094 -2.1276 0.0625 -0.296
C 4.4006 -2.1822 -1.0511 -0.014
C 3.0500 -2.4688 -0.8817 -0.053
C 2.4881 -2.6959 0.3785 -0.306
C 1.0211 -2.8427 0.5649 -0.184
C 3.3665 -2.6711 1.4678 -0.058
C 4.7167 -2.3851 1.3257 -0.014
H 4.8244 -2.0080 -2.0321 0.110
H 2.4135 -2.5164 -1.7602 0.109
H 0.7873 -3.4489 1.4459 0.047
H 0.5633 -3.3558 -0.2928 0.063
H 2.9738 -2.8712 2.4595 0.114
H 5.3851 -2.3645 2.1768 0.116